[1]
Below is a 18-piece molecular cluster, C34H110N6O23 overall, with properties calculated with ωB97M-V/def2-TZVPD.

XYZ file:
```
173
Properties=species:S:1:pos:R:3:mulliken_charge:R:1
C -4.963 -1.296 -2.742 -0.28
C -4.907 -2.755 -3.287 -0.57
O -3.759 -3.003 -4.032 -0.56
O -4.066 -1.163 -1.650 0.05
H -5.940 -1.233 -2.263 0.36
H -4.915 -0.500 -3.485 0.13
H -5.791 -2.826 -3.921 0.41
H -4.890 -3.447 -2.446 0.23
H -2.978 -2.914 -3.481 0.33
H -3.220 -1.550 -1.888 -0.05
C -1.685 1.130 -5.262 -0.01
C -3.120 0.774 -4.950 0.35
O -3.952 0.739 -6.100 -0.56
O -1.537 2.487 -5.620 -0.52
H -1.269 0.408 -5.965 0.27
H -0.996 1.022 -4.425 -0.11
H -3.611 1.381 -4.190 0.20
H -3.101 -0.210 -4.483 -0.17
H -3.943 1.616 -6.491 0.36
H -1.922 2.658 -6.482 0.31
C -2.252 -4.394 0.448 -0.41
C -2.324 -3.771 1.817 -0.08
O -1.264 -4.275 2.636 -0.63
O -1.224 -3.968 -0.379 -0.36
H -3.115 -4.004 -0.092 0.17
H -2.190 -5.480 0.502 0.41
H -3.239 -4.052 2.337 0.40
H -2.473 -2.693 1.871 -0.07
H -1.515 -5.174 2.862 0.27
H -0.411 -4.137 0.103 0.09
C 4.074 2.256 0.807 -0.34
C 2.865 3.243 0.886 -0.59
O 1.721 2.613 0.309 0.06
O 3.739 1.028 1.379 -0.31
H 4.975 2.568 1.335 0.48
H 4.394 2.064 -0.217 0.00
H 3.157 4.121 0.309 0.38
H 2.704 3.583 1.909 0.37
H 1.749 1.772 0.770 -0.30
H 4.498 0.444 1.309 0.06
C -1.184 1.322 4.331 1.02
C -0.374 1.161 5.658 -0.09
O 0.297 2.351 6.089 -0.59
O -2.295 2.072 4.461 -0.59
H -1.526 0.310 4.113 -0.42
H -0.534 1.660 3.524 -0.28
H 0.359 0.409 5.368 -0.15
H -0.981 0.795 6.486 0.48
H 0.699 2.803 5.343 0.31
H -2.332 2.641 3.689 0.34
O -4.969 -0.575 1.070 -0.65
H -4.719 -0.941 0.222 0.30
H -5.507 0.187 0.854 0.29
O -4.135 3.057 2.304 -0.70
H -4.879 2.616 1.895 0.26
H -3.413 2.934 1.687 0.52
O -0.074 4.585 -0.921 -0.68
H 0.028 4.431 -1.860 0.51
H 0.462 3.908 -0.507 0.19
O -0.135 4.529 -3.714 -0.75
H 0.671 4.042 -3.543 0.39
H -0.632 3.969 -4.310 0.30
O 1.966 -2.738 3.269 -0.74
H 2.520 -1.962 3.351 0.06
H 1.220 -2.562 3.842 0.23
O 1.691 -4.056 0.817 -0.52
H 1.888 -3.444 1.526 0.31
H 2.543 -4.259 0.431 0.29
O -1.635 -1.973 -2.267 -0.04
H -1.285 -2.485 -1.538 -0.06
H -0.977 -2.058 -2.957 0.09
C -1.813 -3.993 6.029 -1.66
C -0.633 -3.041 5.899 0.41
C 0.736 -3.740 6.199 -0.40
O 0.673 -4.318 7.456 -0.40
C 1.819 -5.087 7.738 -0.78
N -0.648 -2.341 4.620 -0.27
H -1.679 -4.821 5.333 0.26
H -2.652 -3.515 5.524 0.44
H -1.959 -4.291 7.068 0.42
H -0.829 -2.260 6.634 0.40
H 1.524 -2.989 6.152 -0.03
H 0.954 -4.505 5.454 0.45
H 2.596 -4.324 7.783 0.31
H 2.181 -5.848 7.047 0.31
H 1.774 -5.563 8.718 0.29
H -0.717 -3.071 3.925 0.12
H -1.542 -1.871 4.613 0.22
C 2.347 -5.554 -5.035 -1.44
C 3.591 -4.736 -4.707 0.47
C 3.388 -3.797 -3.441 -0.72
O 2.327 -2.851 -3.557 -0.26
C 2.077 -2.182 -2.312 -0.38
N 4.764 -5.577 -4.662 -0.75
H 2.358 -5.871 -6.078 0.42
H 1.443 -4.946 -5.028 0.30
H 2.225 -6.390 -4.346 0.35
H 3.772 -4.046 -5.531 0.31
H 4.342 -3.280 -3.346 0.34
H 3.210 -4.482 -2.612 0.23
H 3.038 -1.794 -1.976 0.45
H 1.701 -2.758 -1.467 0.21
H 1.385 -1.344 -2.402 -0.04
H 5.608 -5.021 -4.652 0.26
H 4.783 -5.974 -5.590 0.29
C 3.617 -0.248 6.144 -1.57
C 3.865 0.354 4.794 0.79
C 5.042 -0.352 4.099 -0.80
O 6.154 0.059 4.799 -0.41
C 7.149 -1.022 4.922 -0.76
N 2.618 0.359 4.032 0.27
H 2.577 -0.152 6.455 0.29
H 4.310 0.212 6.849 0.36
H 3.792 -1.324 6.183 0.32
H 4.122 1.403 4.938 0.53
H 5.264 0.069 3.118 0.01
H 4.816 -1.411 3.975 0.64
H 6.625 -1.924 5.237 0.32
H 7.893 -0.822 5.693 0.29
H 7.563 -1.241 3.938 0.30
H 2.793 0.574 3.061 -0.32
H 2.220 1.271 4.207 0.04
C 4.021 1.734 -2.954 -1.38
C 3.073 2.588 -3.842 -0.11
C 2.133 1.749 -4.714 0.16
O 2.788 1.204 -5.827 -0.49
C 1.870 0.438 -6.609 -0.63
N 2.282 3.170 -2.835 0.01
H 3.491 1.127 -2.220 0.23
H 4.770 2.395 -2.518 0.35
H 4.657 1.109 -3.581 0.52
H 3.504 3.383 -4.451 0.60
H 1.375 2.448 -5.068 0.23
H 1.728 0.910 -4.148 -0.24
H 1.577 -0.497 -6.130 0.19
H 2.522 0.123 -7.423 0.33
H 1.003 1.017 -6.927 0.27
H 2.798 3.928 -2.412 0.28
H 2.150 2.520 -2.073 -0.39
C -1.571 1.565 -1.545 0.21
C -2.258 1.452 -0.193 1.20
C -1.673 0.184 0.619 -1.23
O -0.256 0.364 0.898 1.06
C 0.421 -0.827 1.187 0.92
N -1.914 2.597 0.594 -0.97
H -0.506 1.347 -1.457 -0.14
H -1.667 2.578 -1.935 -0.30
H -1.932 0.878 -2.311 -0.53
H -3.336 1.297 -0.234 0.42
H -1.823 -0.744 0.066 -0.20
H -2.268 0.045 1.522 0.44
H 0.094 -1.363 2.078 -0.41
H 1.472 -0.540 1.183 -0.11
H 0.264 -1.552 0.388 -0.46
H -1.503 3.212 -0.094 0.12
H -1.105 2.174 1.027 0.13
C -3.679 4.509 -2.717 -0.63
C -3.839 5.894 -3.156 0.25
C -4.664 6.819 -2.190 -0.84
O -5.905 6.139 -1.786 -0.32
C -6.436 6.698 -0.590 -0.75
N -2.504 6.489 -3.315 -0.75
H -3.119 4.003 -3.504 -0.04
H -4.619 4.003 -2.495 0.47
H -3.149 4.455 -1.767 0.09
H -4.274 5.820 -4.153 0.28
H -4.926 7.776 -2.641 0.43
H -4.012 6.936 -1.325 0.40
H -5.698 6.608 0.207 0.31
H -7.324 6.181 -0.228 0.26
H -6.614 7.766 -0.714 0.31
H -2.140 6.740 -2.407 0.34
H -1.904 5.738 -3.626 0.26
```

Its spin multiplicity is 1. The LUMO energy comes out at -0.192 eV. The electronic energy is -93068.0178 eV. Its gap between HOMO and LUMO is 8.50 eV. The highest occupied orbital energy comes out at -8.687 eV.



[2]
Below is a 19-piece molecular cluster, C34H111N5O24 overall, with properties calculated with ωB97M-V/def2-TZVPD.

XYZ file:
```
174
Properties=species:S:1:pos:R:3:mulliken_charge:R:1
C -3.102 3.092 0.459 -0.84
O -1.913 2.335 0.172 -0.28
C -1.491 2.441 -1.186 -0.63
C -0.166 1.696 -1.408 -0.45
N 0.894 2.186 -0.549 -0.36
C 1.968 1.184 -0.350 -0.91
C 1.730 0.001 0.575 -0.41
O 0.752 -0.830 0.048 -0.25
C 0.595 -2.026 0.910 -0.84
H -3.325 3.150 1.524 0.28
H -4.024 2.718 0.015 0.31
H -3.077 4.147 0.185 0.31
H -1.311 3.501 -1.363 0.33
H -2.295 2.053 -1.812 0.40
H 0.156 1.830 -2.441 0.38
H -0.362 0.627 -1.327 0.27
H 0.414 2.336 0.327 0.29
H 2.879 1.613 0.068 0.37
H 2.294 0.927 -1.358 0.38
H 1.308 0.478 1.459 0.31
H 2.680 -0.431 0.890 0.43
H -0.012 -1.880 1.803 0.31
H 1.543 -2.460 1.226 0.33
H 0.148 -2.807 0.295 0.25
C 1.726 9.842 -0.721 -0.92
O 0.688 9.626 -1.625 -0.23
C 0.117 10.817 -2.141 -0.75
C -1.067 10.405 -3.048 -0.60
N -0.649 9.936 -4.383 -0.33
C -1.828 9.574 -5.116 -0.59
C -1.485 8.839 -6.409 -0.63
O -0.776 7.618 -5.991 -0.35
C 0.550 7.372 -6.522 -0.71
H 1.344 10.293 0.195 0.36
H 2.498 10.516 -1.092 0.34
H 2.067 8.866 -0.376 0.27
H 0.809 11.296 -2.834 0.33
H -0.175 11.582 -1.422 0.46
H -1.694 11.294 -3.127 0.41
H -1.623 9.558 -2.645 0.40
H -0.090 9.099 -4.295 0.21
H -2.327 10.487 -5.440 0.34
H -2.549 8.985 -4.550 0.37
H -0.826 9.416 -7.057 0.39
H -2.348 8.484 -6.973 0.34
H 0.594 7.572 -7.593 0.30
H 0.941 6.379 -6.302 0.25
H 1.217 8.068 -6.012 0.30
C 5.831 -1.951 -7.977 -0.70
O 5.219 -2.217 -9.246 -0.36
C 3.814 -2.556 -9.099 -0.59
C 3.080 -2.543 -10.465 -0.48
N 3.527 -3.735 -11.201 -0.47
C 2.695 -4.915 -10.858 -0.29
C 1.170 -4.871 -11.042 -0.47
O 0.601 -6.191 -10.888 -0.38
C 0.919 -7.144 -11.911 -0.75
H 5.445 -2.689 -7.273 0.32
H 5.750 -0.908 -7.674 0.25
H 6.907 -2.089 -8.084 0.25
H 3.272 -1.982 -8.347 0.50
H 3.797 -3.578 -8.721 0.35
H 3.482 -1.634 -10.913 0.29
H 2.000 -2.400 -10.464 0.28
H 4.402 -3.968 -10.755 0.29
H 3.009 -5.142 -9.839 0.22
H 3.060 -5.800 -11.380 0.22
H 0.979 -4.606 -12.082 0.31
H 0.718 -4.142 -10.369 0.32
H 0.549 -6.805 -12.879 0.31
H 0.371 -8.075 -11.765 0.28
H 1.962 -7.387 -12.117 0.31
C -3.293 -11.256 -1.571 -0.68
O -4.000 -10.514 -0.631 -0.31
C -3.836 -9.094 -0.766 -0.44
C -4.672 -8.366 0.266 -0.68
N -4.745 -6.921 0.339 -0.39
C -5.402 -6.147 -0.759 -0.49
C -5.952 -4.782 -0.316 -0.68
O -6.858 -4.957 0.788 -0.33
C -7.301 -3.759 1.339 -0.76
H -3.580 -12.305 -1.492 0.23
H -2.223 -11.172 -1.384 0.28
H -3.477 -10.799 -2.543 0.30
H -4.119 -8.778 -1.770 0.32
H -2.788 -8.803 -0.710 0.33
H -4.355 -8.763 1.230 0.32
H -5.683 -8.772 0.224 0.37
H -5.275 -6.697 1.169 0.27
H -6.335 -6.608 -1.083 0.31
H -4.679 -5.958 -1.553 0.35
H -6.499 -4.372 -1.165 0.36
H -5.253 -3.991 -0.043 0.44
H -7.453 -3.001 0.571 0.31
H -6.554 -3.286 1.977 0.31
H -8.202 -3.880 1.941 0.24
C 1.388 -6.742 14.521 -0.74
O 1.313 -5.849 13.370 -0.30
C 2.003 -4.626 13.558 -0.62
C 2.078 -3.855 12.172 -0.63
N 3.116 -4.386 11.168 -0.48
C 2.603 -5.520 10.472 -0.55
C 3.546 -6.071 9.427 -0.55
O 4.338 -7.114 9.977 -0.31
C 5.364 -7.665 9.075 -0.72
H 2.428 -7.064 14.573 0.32
H 0.735 -7.583 14.287 0.24
H 1.072 -6.268 15.450 0.30
H 2.922 -4.820 14.111 0.40
H 1.450 -3.993 14.251 0.38
H 2.424 -2.852 12.422 0.42
H 1.094 -3.892 11.704 0.36
H 3.192 -3.643 10.488 0.24
H 1.616 -5.300 10.065 0.39
H 2.282 -6.284 11.180 0.35
H 4.236 -5.314 9.055 0.30
H 3.070 -6.498 8.544 0.38
H 6.054 -8.270 9.663 0.24
H 5.897 -6.916 8.488 0.28
H 4.827 -8.374 8.446 0.29
C 3.333 3.987 7.334 -0.53
O 2.900 3.304 8.508 -0.50
H 4.398 3.917 7.116 0.24
H 2.753 3.710 6.454 0.23
H 2.978 5.017 7.368 0.26
H 3.388 3.569 9.292 0.30
C -5.222 10.306 4.851 -0.47
O -6.144 10.183 3.782 -0.51
H -5.375 11.259 5.357 0.23
H -5.279 9.492 5.573 0.22
H -4.184 10.336 4.519 0.24
H -6.390 10.988 3.321 0.30
C -9.014 4.916 7.843 -0.49
O -9.585 6.218 7.925 -0.50
H -8.856 4.418 8.799 0.27
H -9.654 4.292 7.217 0.21
H -8.067 4.948 7.305 0.21
H -9.659 6.509 8.836 0.30
C 11.701 0.106 1.049 -0.47
O 10.566 -0.131 1.866 -0.51
H 12.565 -0.417 1.461 0.23
H 11.552 -0.197 0.013 0.21
H 11.866 1.181 0.985 0.22
H 10.857 -0.297 2.766 0.31
O -10.584 7.307 3.392 -0.64
H -9.999 8.034 3.177 0.32
H -10.656 7.333 4.346 0.32
O 8.326 5.106 1.727 -0.64
H 8.431 4.206 2.037 0.32
H 8.584 5.073 0.806 0.32
O 0.975 -4.355 -4.037 -0.64
H 0.990 -3.960 -3.165 0.31
H 1.473 -5.167 -3.941 0.33
O 3.197 7.143 -3.088 -0.65
H 2.882 6.446 -2.513 0.32
H 2.913 7.952 -2.662 0.34
O -3.407 1.759 -7.693 -0.64
H -2.917 2.582 -7.711 0.32
H -4.321 2.022 -7.798 0.32
O -3.411 -3.000 -6.661 -0.65
H -3.425 -2.112 -7.019 0.32
H -2.742 -2.972 -5.977 0.32
O -0.680 6.485 3.543 -0.63
H -0.311 7.240 3.085 0.32
H -1.316 6.119 2.929 0.32
O 8.834 -5.456 0.244 -0.64
H 8.711 -4.671 0.778 0.32
H 9.573 -5.909 0.648 0.32
O -10.267 6.617 -4.196 -0.64
H -10.037 7.505 -3.921 0.32
H -10.631 6.209 -3.411 0.32
O 2.663 -8.860 -3.422 -0.63
H 3.158 -9.501 -2.913 0.32
H 2.095 -9.387 -3.984 0.32
```

Its spin multiplicity is 1. The LUMO energy comes out at 0.177 eV. The relative energy (zero: lowest compared OMol25 entry of this formula, charge and spin) is 0.0 kJ/mol. The electronic energy is -93635.2523 eV. Its gap between HOMO and LUMO is 8.75 eV. The highest occupied orbital energy comes out at -8.577 eV.